Version i
Computed, not measured: a cluster of 2 separate species, C6H14N3 in total, with wB97M-V/def2-TZVPD.

```
23
Properties=species:S:1:pos:R:3:mulliken_charge:R:1
C 1.7873 -0.1137 -0.0348 0.36
C 0.1468 -0.6208 -0.1740 0.81
C -0.3567 1.6659 -0.7880 -0.53
C 1.8543 1.2285 0.1932 -0.28
C 2.7351 -1.1825 0.0994 -1.33
C -0.4218 -1.9473 0.0623 -1.10
N 0.7417 2.0515 0.0033 -0.21
N -3.2648 0.2808 0.2676 -0.88
N -0.6799 0.3139 -0.3779 -0.16
H -1.1177 2.2809 -0.4752 0.41
H -0.1096 1.7297 -1.8924 0.24
H 2.6991 1.7314 0.6896 0.37
H 3.1856 -1.6948 -0.8048 0.27
H 2.5385 -2.0189 0.8170 0.37
H 3.5114 -0.6899 0.6096 0.37
H -0.9106 -2.2521 -0.9098 0.31
H -1.2831 -1.7449 0.7762 0.32
H 0.3820 -2.6546 0.3163 0.32
H 0.9309 2.9534 0.3492 0.22
H -3.6698 -0.6710 0.0330 0.28
H -3.9678 1.0009 0.1691 0.23
H -1.8158 0.0990 -0.2328 0.28
H -2.9151 0.2546 1.3041 0.34
```

## Properties
* 2S+1: 1
* HOMO-LUMO gap: 0.325 Eh
* total charge: +1
* molecular weight: 128.2 g/mol
* highest occupied orbital energy: -12.01 eV

Version ii
Computed, not measured: the ion C6H14N3 with charge +1, with wB97M-V/def2-TZVPD.

```
23
Properties=species:S:1:pos:R:3:mulliken_charge:R:1
C 0.6128 2.1204 -1.4693 -0.97
N 1.0721 0.9891 -0.6533 -0.55
C 0.5087 0.9889 0.7022 0.30
N 1.2215 2.0580 1.3563 -0.58
C 0.7820 -0.2896 1.2929 -0.20
C 0.1830 -1.5335 1.0386 -0.74
C -0.8488 -1.8959 0.1162 0.95
C -1.6016 -3.1594 0.0887 -1.49
N -1.0807 -1.1145 -0.9241 -0.27
H -0.4615 1.9241 -1.7062 0.29
H 1.0279 2.9887 -1.0097 0.45
H 1.0954 1.9812 -2.5337 0.29
H 2.0843 1.0303 -0.5927 0.33
H -0.6039 1.2187 0.7515 0.37
H 1.1538 2.1178 2.3382 0.23
H 2.1072 2.1341 1.0165 0.17
H 1.7052 -0.3349 1.9932 0.33
H 0.4821 -2.4564 1.5426 0.29
H -1.2007 -3.8189 0.7624 0.42
H -1.6341 -3.5582 -0.9413 0.44
H -2.5885 -2.9411 0.4948 0.36
H -0.3426 -0.4442 -1.1456 0.27
H -1.8464 -1.4943 -1.6031 0.30
```

## Properties
* SMILES: CN[C@H](N)/C=C\C(C)=[NH2+]
* 2S+1: 1
* HOMO-LUMO gap: 0.296 Eh
* total charge: +1
* molecular weight: 128.2 g/mol
* highest occupied orbital energy: -13.16 eV

If we sort the structures by their calculated energies, the order from most to least stable is version i, version ii.

Version i
Computed, not measured: a structure of composition C6H14N3, with wB97M-V/def2-TZVPD.

```
23
Properties=species:S:1:pos:R:3:mulliken_charge:R:1
C -1.9874 1.2604 0.0840 0.11
C -0.1819 -1.8753 0.4761 -0.23
C 0.1525 -1.4187 -0.6888 -0.10
C 0.0741 2.2732 -0.4047 0.03
C 0.7833 -2.0259 1.6608 -1.24
C 1.5287 -0.8729 -1.0936 -1.45
N -2.6334 2.2984 -0.1836 -0.40
N -0.6642 1.2331 -0.0062 -0.05
N -0.5709 3.3684 -0.4597 -0.41
H -2.2902 0.2271 0.4138 0.39
H -1.0497 -2.3223 0.5112 0.76
H -0.5658 -1.6736 -1.4889 0.33
H 1.0685 2.0954 -0.8383 0.34
H 1.7110 -2.6627 1.3630 0.28
H 0.3390 -2.7007 2.4014 0.34
H 1.2921 -1.1538 2.0445 0.34
H 1.9605 -0.3191 -0.3292 0.47
H 1.5550 -0.3905 -2.0518 0.37
H 2.2441 -1.6780 -1.1982 0.36
H -3.6422 2.4976 -0.2695 0.20
H -0.3069 0.2262 -0.0159 -0.07
H -0.0735 4.2044 -0.9280 0.26
H -1.8016 3.2472 -0.3652 0.37
```

## Properties
* 2S+1: 1
* HOMO-LUMO gap: 0.359 Eh
* total charge: +1
* molecular weight: 128.2 g/mol
* highest occupied orbital energy: -13.42 eV

Version ii
Computed, not measured: the ion C6H14N3 with charge +1, with wB97M-V/def2-TZVPD.

```
23
Properties=species:S:1:pos:R:3:mulliken_charge:R:1
H 2.6165 -2.9509 -2.8433 0.29
N 2.0373 -2.3850 -2.1226 -0.57
C 0.7784 -2.3478 -2.4091 -0.23
C -0.2025 -1.7725 -1.4361 -0.34
C 0.4389 -0.7269 -0.5157 0.43
N 1.5719 -0.8144 0.0641 -0.23
N -0.4198 0.1606 -0.1472 -0.09
C -0.1907 1.2680 0.6943 0.04
C -0.2579 0.8906 2.1775 -1.16
C -1.1468 2.3994 0.2911 -1.89
H 0.4525 -2.9603 -3.2577 0.40
H -1.0010 -1.2515 -2.1088 0.30
H -0.6384 -2.5075 -0.7221 0.30
H 2.2099 -1.5411 -0.2870 0.26
H 1.7898 -0.0776 0.7021 0.17
H -1.3842 0.2711 -0.3891 0.32
H 0.7964 1.5728 0.5576 0.52
H 0.7618 0.5980 2.5595 0.28
H -0.7092 1.5490 2.8378 0.44
H -0.7866 -0.0274 2.1813 0.35
H -0.8690 3.2996 0.8676 0.41
H -2.1107 2.1523 0.6586 0.54
H -1.0591 2.6786 -0.7186 0.47
```

## Properties
* SMILES: [H]/N=C/CC(=[NH2+])NC(C)C
* 2S+1: 1
* HOMO-LUMO gap: 0.417 Eh
* total charge: +1
* molecular weight: 128.2 g/mol
* highest occupied orbital energy: -14.31 eV

If we sort the structures by their calculated energies, the order from most to least stable is version ii, version i.